{
  "formula": "C53H124N10O9",
  "method": "the ωB97M-V functional and the def2-TZVPD basis",
  "species": ["C", "C", "C", "C", "C", "C", "C", "C", "C", "N", "O", "H", "H", "H", "H", "H", "H", "H", "H", "H", "H", "H", "H", "H", "H", "H", "H", "H", "H", "H", "C", "C", "C", "C", "C", "C", "C", "C", "C", "N", "O", "H", "H", "H", "H", "H", "H", "H", "H", "H", "H", "H", "H", "H", "H", "H", "H", "H", "H", "H", "C", "C", "C", "C", "C", "C", "C", "C", "C", "N", "O", "H", "H", "H", "H", "H", "H", "H", "H", "H", "H", "H", "H", "H", "H", "H", "H", "H", "H", "H", "C", "C", "C", "C", "C", "C", "C", "C", "C", "N", "O", "H", "H", "H", "H", "H", "H", "H", "H", "H", "H", "H", "H", "H", "H", "H", "H", "H", "H", "H", "C", "O", "C", "C", "C", "N", "H", "H", "H", "H", "H", "H", "H", "H", "H", "H", "H", "C", "O", "C", "C", "C", "N", "H", "H", "H", "H", "H", "H", "H", "H", "H", "H", "H", "C", "O", "C", "C", "C", "N", "H", "H", "H", "H", "H", "H", "H", "H", "H", "H", "H", "C", "O", "C", "C", "C", "N", "H", "H", "H", "H", "H", "H", "H", "H", "H", "H", "H", "N", "C", "N", "O", "H", "H", "H", "H"],
  "coordinates": [[19.396, 21.562, 31.159], [20.196, 22.175, 32.393], [20.162, 21.162, 33.541], [21.736, 22.247, 32.025], [22.177, 23.549, 31.280], [21.698, 24.716, 32.117], [20.213, 24.834, 32.250], [19.964, 25.883, 33.257], [19.596, 25.208, 30.832], [19.723, 23.520, 32.856], [18.380, 23.456, 33.065], [18.319, 21.728, 31.112], [19.663, 22.058, 30.226], [19.605, 20.493, 31.117], [19.174, 20.723, 33.683], [20.779, 20.276, 33.396], [20.556, 21.548, 34.481], [22.447, 22.150, 32.846], [22.094, 21.428, 31.401], [23.247, 23.566, 31.071], [21.809, 23.583, 30.255], [22.003, 25.665, 31.676], [22.053, 24.644, 33.145], [20.124, 26.865, 32.812], [20.412, 25.856, 34.251], [18.884, 25.932, 33.395], [19.907, 24.493, 30.070], [20.042, 26.179, 30.619], [18.509, 25.216, 30.911], [18.412, 23.310, 34.013], [16.888, 14.825, 18.198], [17.058, 13.601, 19.141], [16.227, 12.475, 18.669], [18.528, 13.065, 19.084], [19.504, 13.812, 20.020], [18.984, 13.832, 21.473], [17.526, 14.493, 21.579], [16.945, 13.965, 22.890], [17.451, 15.998, 21.630], [16.607, 13.967, 20.490], [15.294, 14.360, 20.511], [15.908, 15.302, 18.218], [17.656, 15.476, 18.616], [17.149, 14.611, 17.162], [16.659, 11.998, 17.789], [16.154, 11.649, 19.377], [15.218, 12.783, 18.397], [18.654, 12.023, 19.379], [18.885, 13.232, 18.068], [20.506, 13.387, 19.968], [19.527, 14.889, 19.853], [19.695, 14.473, 21.993], [19.187, 12.894, 21.991], [17.416, 14.419, 23.762], [17.183, 12.903, 22.839], [15.867, 14.090, 22.783], [17.735, 16.260, 20.610], [18.086, 16.337, 22.448], [16.411, 16.291, 21.769], [14.763, 13.570, 20.638], [5.909, 11.890, 33.934], [5.502, 13.046, 33.038], [4.128, 12.695, 32.341], [5.310, 14.212, 34.055], [5.059, 15.543, 33.345], [6.331, 15.801, 32.531], [6.658, 14.700, 31.494], [5.813, 14.996, 30.203], [8.188, 14.896, 31.174], [6.580, 13.363, 32.092], [6.850, 12.296, 31.210], [6.992, 11.820, 34.036], [5.421, 11.817, 34.906], [5.675, 10.985, 33.374], [3.816, 13.550, 31.741], [4.180, 11.826, 31.685], [3.361, 12.504, 33.092], [4.479, 13.982, 34.721], [6.273, 14.251, 34.564], [4.205, 15.511, 32.668], [4.799, 16.357, 34.021], [7.156, 15.744, 33.241], [6.390, 16.777, 32.048], [4.742, 14.902, 30.379], [6.142, 14.412, 29.343], [6.065, 15.997, 29.854], [8.530, 14.181, 30.425], [8.790, 14.771, 32.074], [8.365, 15.824, 30.630], [7.626, 11.924, 31.634], [24.511, 14.175, 31.147], [23.813, 12.798, 31.111], [24.067, 12.001, 29.785], [24.529, 12.007, 32.222], [23.928, 12.119, 33.659], [22.407, 12.089, 33.575], [21.709, 12.947, 32.521], [20.267, 12.425, 32.407], [21.698, 14.489, 32.934], [22.335, 12.715, 31.231], [21.698, 13.309, 30.173], [25.534, 14.133, 30.772], [23.877, 14.891, 30.625], [24.644, 14.539, 32.166], [23.604, 12.504, 28.936], [25.151, 11.958, 29.672], [23.584, 11.025, 29.808], [24.674, 10.973, 31.909], [25.538, 12.414, 32.288], [24.363, 11.309, 34.243], [24.165, 13.008, 34.244], [21.993, 12.417, 34.528], [22.189, 11.022, 33.535], [20.130, 11.368, 32.176], [19.714, 12.816, 31.554], [19.671, 12.563, 33.309], [21.472, 14.468, 34.000], [21.099, 15.098, 32.256], [22.738, 14.815, 32.953], [21.295, 12.550, 29.745], [17.039, 22.860, 24.447], [17.397, 21.814, 25.332], [16.554, 21.615, 26.440], [15.097, 21.342, 26.016], [14.356, 21.088, 27.280], [15.167, 20.181, 25.277], [16.961, 23.852, 24.891], [16.094, 22.636, 23.954], [17.785, 22.887, 23.653], [16.822, 20.665, 26.900], [16.625, 22.418, 27.173], [14.642, 22.123, 25.407], [14.283, 22.009, 27.859], [14.788, 20.284, 27.876], [13.318, 20.874, 27.026], [14.498, 20.228, 24.522], [16.088, 20.249, 24.867], [27.065, 17.104, 25.569], [25.703, 16.972, 25.333], [24.852, 17.398, 26.339], [23.364, 17.387, 25.886], [22.331, 18.113, 26.732], [22.945, 15.964, 25.967], [27.571, 16.539, 24.786], [27.326, 16.527, 26.456], [27.444, 18.125, 25.605], [25.116, 17.051, 27.338], [25.072, 18.449, 26.528], [23.223, 17.841, 24.905], [22.142, 17.575, 27.661], [21.336, 18.155, 26.289], [22.636, 19.103, 27.070], [23.778, 15.476, 25.669], [22.876, 15.756, 26.953], [18.990, 8.407, 28.394], [18.622, 9.802, 28.190], [17.366, 9.866, 27.453], [16.171, 9.052, 28.040], [14.893, 9.197, 27.264], [15.929, 9.751, 29.302], [19.993, 8.290, 28.806], [19.000, 7.820, 27.476], [18.366, 7.856, 29.097], [17.135, 10.930, 27.411], [17.587, 9.491, 26.454], [16.384, 8.035, 28.371], [13.970, 8.978, 27.800], [14.901, 8.529, 26.403], [14.707, 10.223, 26.947], [16.845, 9.832, 29.719], [15.775, 10.738, 29.149], [12.125, 23.408, 21.137], [10.808, 22.982, 21.465], [10.773, 21.987, 22.492], [10.524, 20.512, 22.134], [10.216, 19.525, 23.245], [11.745, 20.083, 21.483], [12.694, 22.705, 20.528], [12.583, 23.825, 22.034], [12.010, 24.296, 20.516], [11.649, 22.064, 23.135], [9.898, 22.268, 23.078], [9.736, 20.601, 21.386], [9.987, 18.501, 22.948], [9.270, 19.912, 23.623], [10.962, 19.415, 24.032], [11.733, 20.451, 20.542], [11.718, 19.076, 21.410], [14.190, 15.756, 27.292], [15.121, 15.330, 28.044], [16.134, 16.148, 28.008], [15.047, 14.407, 28.785], [14.367, 16.596, 26.760], [13.300, 15.302, 27.147], [16.990, 15.914, 28.490], [16.066, 16.875, 27.310]],
  "energy_ev": -90288.611,
  "gap_ev": 8.057,
  "multiplicity": 1
}

{
  "formula": "C53H144N6O22",
  "method": "the ωB97M-V functional and the def2-TZVPD basis",
  "species": ["C", "O", "C", "C", "N", "C", "C", "O", "C", "H", "H", "H", "H", "H", "H", "H", "H", "H", "H", "H", "H", "H", "H", "H", "C", "O", "C", "C", "N", "C", "C", "O", "C", "H", "H", "H", "H", "H", "H", "H", "H", "H", "H", "H", "H", "H", "H", "H", "C", "O", "C", "C", "N", "C", "C", "O", "C", "H", "H", "H", "H", "H", "H", "H", "H", "H", "H", "H", "H", "H", "H", "H", "C", "O", "C", "C", "N", "C", "C", "O", "C", "H", "H", "H", "H", "H", "H", "H", "H", "H", "H", "H", "H", "H", "H", "H", "C", "O", "C", "C", "N", "C", "C", "O", "C", "H", "H", "H", "H", "H", "H", "H", "H", "H", "H", "H", "H", "H", "H", "H", "C", "O", "C", "C", "N", "C", "C", "O", "C", "H", "H", "H", "H", "H", "H", "H", "H", "H", "H", "H", "H", "H", "H", "H", "C", "O", "H", "H", "H", "H", "C", "O", "H", "H", "H", "H", "C", "O", "H", "H", "H", "H", "C", "C", "O", "H", "H", "H", "H", "H", "H", "C", "C", "O", "H", "H", "H", "H", "H", "H", "C", "C", "O", "H", "H", "H", "H", "H", "H", "C", "C", "O", "H", "H", "H", "H", "H", "H", "C", "C", "O", "H", "H", "H", "H", "H", "H", "C", "C", "O", "H", "H", "H", "H", "H", "H", "C", "C", "O", "H", "H", "H", "H", "H", "H"],
  "coordinates": [[2.784, -2.038, -4.253], [2.363, -0.700, -4.213], [1.039, -0.602, -3.755], [0.039, -0.834, -4.934], [-1.280, -0.236, -4.653], [-2.282, -0.593, -5.580], [-3.650, -0.086, -5.174], [-3.990, -0.506, -3.854], [-5.267, -0.188, -3.431], [3.669, -2.083, -4.891], [1.965, -2.646, -4.687], [3.056, -2.452, -3.274], [0.928, 0.365, -3.248], [0.925, -1.418, -2.980], [0.009, -1.904, -5.109], [0.550, -0.412, -5.803], [-1.527, -0.463, -3.701], [-2.427, -1.690, -5.598], [-1.949, -0.274, -6.570], [-4.444, -0.464, -5.834], [-3.732, 0.989, -5.215], [-5.356, -0.422, -2.381], [-5.981, -0.607, -4.123], [-5.443, 0.905, -3.504], [0.629, 2.211, -0.903], [-0.301, 1.262, -0.420], [-1.614, 1.484, -0.928], [-2.412, 0.212, -0.842], [-1.684, -0.903, -1.555], [-2.406, -2.206, -1.541], [-1.785, -3.154, -2.522], [-0.484, -3.405, -2.027], [0.273, -4.354, -2.823], [0.645, 2.124, -2.008], [1.642, 1.896, -0.618], [0.312, 3.219, -0.621], [-1.487, 1.669, -1.986], [-2.010, 2.405, -0.487], [-3.467, 0.239, -1.164], [-2.509, -0.006, 0.233], [-0.867, -0.979, -0.981], [-3.442, -2.005, -1.812], [-2.400, -2.665, -0.572], [-1.826, -2.680, -3.540], [-2.288, -4.118, -2.626], [1.321, -4.309, -2.502], [0.098, -4.187, -3.884], [-0.042, -5.343, -2.534], [3.405, 3.466, 8.115], [2.408, 2.792, 7.418], [1.269, 2.428, 8.230], [0.214, 1.590, 7.478], [-0.427, 2.319, 6.407], [-1.374, 1.532, 5.587], [-1.789, 2.273, 4.355], [-0.643, 2.586, 3.559], [-0.964, 3.346, 2.445], [4.203, 3.732, 7.419], [3.808, 2.792, 8.908], [3.051, 4.398, 8.565], [0.729, 3.311, 8.564], [1.647, 1.875, 9.106], [-0.596, 1.285, 8.135], [0.700, 0.664, 7.124], [0.296, 2.698, 5.802], [-2.195, 1.174, 6.227], [-0.844, 0.627, 5.262], [-2.364, 3.171, 4.588], [-2.445, 1.603, 3.784], [-0.029, 3.612, 1.945], [-1.490, 4.290, 2.719], [-1.670, 2.795, 1.744], [5.186, 2.579, 3.619], [3.960, 2.280, 2.964], [2.793, 2.124, 3.744], [2.517, 0.699, 4.184], [2.374, -0.259, 3.104], [1.061, -0.188, 2.461], [1.056, -1.346, 1.503], [2.047, -1.074, 0.501], [2.342, -2.213, -0.268], [5.166, 3.541, 4.160], [5.910, 2.560, 2.807], [5.438, 1.765, 4.296], [2.032, 2.577, 3.122], [2.948, 2.760, 4.614], [1.666, 0.637, 4.901], [3.348, 0.390, 4.823], [3.121, -0.098, 2.450], [0.999, 0.765, 1.945], [0.295, -0.302, 3.248], [0.076, -1.433, 1.014], [1.372, -2.310, 1.918], [1.484, -2.516, -0.905], [2.664, -3.039, 0.368], [3.117, -1.861, -0.974], [2.633, 4.525, -1.679], [3.584, 5.580, -1.497], [2.996, 6.812, -1.179], [4.078, 7.796, -0.778], [4.900, 7.339, 0.317], [6.230, 7.945, 0.408], [6.216, 9.387, 0.887], [5.427, 10.213, 0.049], [5.530, 11.492, 0.556], [2.424, 3.936, -0.818], [3.116, 3.838, -2.369], [1.709, 4.994, -2.001], [2.304, 6.760, -0.334], [2.422, 7.185, -2.032], [3.616, 8.748, -0.570], [4.745, 8.031, -1.641], [5.004, 6.332, 0.323], [6.825, 7.801, -0.503], [6.721, 7.372, 1.188], [7.237, 9.779, 0.965], [5.790, 9.388, 1.903], [4.946, 12.190, -0.031], [6.532, 11.906, 0.641], [5.138, 11.404, 1.593], [-2.236, -6.444, -0.502], [-1.635, -6.341, 0.773], [-0.761, -5.246, 0.862], [0.249, -5.415, 1.927], [-0.420, -5.444, 3.227], [0.482, -5.193, 4.393], [1.646, -6.185, 4.559], [2.607, -6.170, 3.537], [3.426, -4.993, 3.463], [-2.903, -7.280, -0.408], [-1.449, -6.587, -1.269], [-2.779, -5.538, -0.788], [-1.355, -4.314, 0.990], [-0.133, -5.173, -0.015], [0.979, -4.609, 1.970], [0.854, -6.332, 1.671], [-0.872, -6.321, 3.339], [-0.114, -5.301, 5.336], [0.794, -4.156, 4.318], [1.297, -7.205, 4.573], [2.253, -6.021, 5.470], [3.689, -4.496, 4.395], [2.938, -4.202, 2.921], [4.315, -5.349, 2.955], [4.590, 1.167, -0.493], [5.101, 0.914, 0.847], [3.564, 0.831, -0.574], [4.633, 2.244, -0.647], [5.248, 0.648, -1.179], [4.577, 1.392, 1.495], [-4.794, -3.847, -5.208], [-4.727, -5.255, -5.295], [-3.817, -3.355, -5.000], [-5.207, -3.423, -6.121], [-5.434, -3.536, -4.356], [-3.879, -5.547, -5.657], [-1.764, -4.462, -6.677], [-2.267, -5.802, -6.519], [-1.623, -4.056, -5.679], [-0.810, -4.533, -7.164], [-2.485, -3.850, -7.227], [-2.597, -6.188, -7.341], [-6.025, -5.017, 2.863], [-5.559, -4.912, 1.407], [-4.342, -4.230, 1.211], [-5.272, -5.540, 3.452], [-6.959, -5.591, 2.932], [-6.259, -4.062, 3.288], [-6.239, -4.310, 0.832], [-5.420, -5.869, 0.921], [-3.606, -4.764, 1.545], [-3.221, 4.245, -1.957], [-3.984, 5.499, -2.389], [-5.303, 5.466, -1.828], [-2.176, 4.198, -2.301], [-3.801, 3.355, -2.289], [-3.174, 4.327, -0.873], [-4.116, 5.520, -3.465], [-3.397, 6.383, -2.118], [-5.735, 6.313, -2.056], [5.946, -4.620, -4.991], [5.352, -5.467, -3.889], [4.041, -4.996, -3.640], [6.898, -5.023, -5.312], [6.132, -3.591, -4.802], [5.263, -4.632, -5.847], [5.924, -5.366, -2.979], [5.338, -6.515, -4.158], [3.720, -5.508, -2.874], [1.934, -8.298, -3.910], [1.823, -8.837, -2.523], [1.657, -7.682, -1.636], [1.018, -7.842, -4.238], [2.102, -9.125, -4.601], [2.749, -7.614, -4.034], [2.724, -9.434, -2.311], [0.965, -9.505, -2.447], [1.610, -8.068, -0.741], [-5.103, 3.564, 2.749], [-5.288, 3.783, 1.244], [-5.074, 5.113, 0.920], [-5.096, 2.494, 2.968], [-5.899, 4.033, 3.365], [-4.150, 3.969, 3.114], [-6.264, 3.396, 0.894], [-4.539, 3.154, 0.717], [-5.178, 5.306, -0.026], [-0.555, 6.163, 0.414], [-0.498, 6.942, -0.904], [-0.560, 6.010, -1.947], [-0.628, 6.805, 1.297], [0.323, 5.567, 0.541], [-1.423, 5.524, 0.369], [0.446, 7.508, -0.906], [-1.291, 7.717, -0.970], [-0.321, 6.425, -2.781], [-6.246, -0.283, 2.741], [-5.111, -0.734, 1.779], [-5.635, -1.735, 0.911], [-7.128, 0.105, 2.207], [-5.888, 0.487, 3.421], [-6.646, -1.133, 3.289], [-4.238, -1.016, 2.363], [-4.762, 0.128, 1.209], [-4.930, -2.406, 0.822]],
  "energy_ev": -111270.313,
  "gap_ev": 8.752,
  "multiplicity": 1
}

Number 1: LUMO 0.217 eV. Number 2: LUMO 0.522 eV.